1.
Computed, not measured: a cluster of 11 separate species, C30H56Br10O4 in total in a non-equilibrium geometry, with the ωB97M-V functional and the def2-TZVPD basis.

Output
- SMILES: c1ccccc1.c1ccccc1.BrCCBr.BrCCBr.BrCCBr.BrCCBr.BrCCBr.CCO.CCO.CCO.CCO
- E_tot: -740632.4252 eV
- ΔE to the lowest compared entry with this formula, charge and spin: 0.000 eV
- Gap between HOMO and LUMO: 9.5 eV

XYZ file:
```
100
Properties=species:S:1:pos:R:3:forces:R:3:mulliken_charge:R:1
C -3.355979 30.554375 -32.622745 -0.1 0.7 0.6 -0.19
H -4.011137 21.274782 -27.962951 0.3 -0.3 0.0 0.23
C -4.271631 26.798077 -26.939864 -0.3 -0.3 -0.3 -0.51
Br -9.127979 25.367277 -28.489226 -0.1 0.3 -0.2 -0.11
H -8.986845 30.603643 -31.772184 0.1 0.4 0.1 0.26
C -5.080526 26.224573 -27.925906 -0.2 0.8 -0.3 0.05
C -8.815075 27.882074 -31.913234 0.6 1.1 -0.1 -0.17
Br -2.475999 33.052952 -29.208891 -0.1 0.1 -0.1 -0.17
C -6.800091 32.306442 -30.939516 1.0 -0.2 -0.8 -0.57
H -2.631009 21.721778 -26.873215 0.3 -0.4 0.0 0.35
H -0.845616 33.033013 -27.328037 -0.3 0.0 0.2 0.41
H -2.026497 32.837972 -34.758292 -0.3 -0.3 0.0 0.34
H -7.002949 33.305109 -31.321037 -0.4 0.0 0.0 0.43
H -2.958407 32.625757 -32.395416 0.0 0.1 -0.3 0.28
H -10.068507 28.221020 -29.108492 0.1 0.2 -0.2 0.43
H 0.300761 31.657086 -29.059334 0.1 0.3 0.3 0.41
C -4.240587 29.792544 -21.807621 -0.6 -0.3 -0.4 -0.51
H -11.198913 30.220158 -28.311538 0.1 0.3 -0.2 0.34
C -8.770772 23.568331 -29.091905 0.4 -0.5 0.8 -0.64
H -7.846988 28.392819 -31.940706 0.3 -0.5 0.1 0.05
H -0.960941 30.495236 -29.052154 -0.1 0.1 0.5 0.31
C -4.588080 22.143503 -26.130400 -0.1 1.2 0.3 0.68
C -10.201023 30.352051 -28.744660 0.3 -0.1 -0.5 0.05
H -7.492038 23.264389 -27.375087 0.1 -0.1 0.2 0.16
O -4.882544 20.913452 -25.556845 -0.6 -1.0 0.7 -0.56
Br -7.732366 28.603914 -24.260833 0.2 0.0 0.3 -0.12
H -3.505152 28.540390 -26.028803 -0.2 0.3 -0.3 0.45
H -6.538457 26.713149 -29.514001 0.7 -0.3 0.1 0.35
H -6.802599 30.254245 -31.482955 0.1 -0.1 -0.4 -0.29
C -3.299050 29.449270 -33.430567 -0.6 -0.5 0.2 -0.55
H -6.604247 23.570545 -28.893065 0.1 0.4 0.1 0.30
C -7.090377 31.195110 -31.967957 -1.1 0.3 0.4 0.37
C -5.641530 28.461513 -28.731121 1.2 -0.3 1.1 -0.11
C -8.066606 27.130571 -25.475567 0.2 0.1 0.5 0.02
H -8.429782 25.033017 -25.418504 0.1 -0.1 -0.1 0.26
H -5.280959 29.490786 -21.899346 -0.1 0.1 0.1 0.24
H -8.254595 33.601905 -27.372187 -0.3 -0.1 -0.1 0.36
H -5.691960 32.317609 -30.779629 -0.7 -0.2 0.2 0.16
H -9.065808 27.317684 -25.844031 0.0 0.0 -0.4 0.31
H -3.657017 30.450786 -31.585249 -0.1 0.0 0.0 0.52
H -8.586934 25.809476 -23.851163 0.0 0.0 0.2 0.50
H -9.797166 28.759195 -33.596885 0.1 0.0 -0.2 0.29
C -2.474868 31.899567 -34.422067 -0.3 0.5 1.0 -0.38
H -8.569825 29.130638 -29.330049 0.3 -0.2 0.1 -0.30
C -9.327333 27.816843 -33.307823 -0.7 -1.1 -0.6 -0.49
H -7.802286 31.138257 -27.294783 0.2 -0.1 -0.1 -0.14
H -3.793752 26.174473 -26.190951 0.0 -0.1 -0.2 0.63
H -6.212843 29.116323 -29.380857 0.1 -0.1 0.0 0.58
H -7.029017 31.318005 -25.706700 0.0 -0.2 0.3 0.44
H -6.514582 31.367863 -32.870784 0.2 -0.2 0.0 0.35
H -9.566883 22.950903 -28.697781 -0.3 0.0 -0.2 0.46
H -5.751817 20.651067 -25.876495 0.2 -0.2 0.1 0.34
H -8.784266 26.879791 -31.500633 0.2 0.1 0.3 0.35
O -8.470986 31.095817 -32.429776 1.0 0.0 0.4 -0.60
H -4.798274 30.107253 -27.591600 0.3 -0.2 -0.1 0.58
C -8.026460 25.809900 -24.776409 0.1 -0.3 0.1 -0.50
C -2.972316 31.797509 -33.095233 0.7 -0.1 -1.0 -0.38
C -0.451400 31.222837 -28.406053 -0.8 0.0 -0.9 -0.62
H -3.620755 28.517395 -32.979095 0.2 -0.2 -0.4 0.39
C -7.798163 31.690241 -26.363773 -0.2 0.7 -0.3 -0.15
O -10.307626 26.736668 -33.324363 0.3 0.5 -0.1 -0.55
H -9.406914 28.586121 -31.345099 -0.5 -0.4 0.4 -0.16
H -10.514824 26.546531 -34.242173 -0.1 0.0 -0.1 0.29
H -7.267970 27.199715 -26.198839 -0.2 0.0 -0.6 -0.30
H -5.514372 22.643067 -26.438739 0.1 0.0 -0.3 -0.49
Br -5.792455 33.499040 -27.245137 -0.1 -0.2 0.0 -0.18
O -10.258007 30.751754 -30.163192 0.0 -0.4 1.2 -0.45
Br -3.958485 31.065166 -23.248870 0.1 0.0 0.0 -0.13
C -9.452243 29.031199 -28.705179 -0.6 -0.3 -0.1 0.12
H -4.184911 22.826875 -25.372528 0.1 -0.2 0.1 0.18
C -4.140640 28.175627 -26.831610 0.1 0.3 -0.5 -0.48
Br -9.539180 31.376387 -25.561422 -0.1 0.2 0.3 -0.14
H -2.118418 31.763124 -27.135956 -0.1 0.0 0.3 0.27
H -9.192228 28.697153 -27.695526 0.2 0.5 0.0 -0.19
Br -3.694188 27.569804 -23.520559 0.1 0.0 0.2 -0.02
H -9.631589 31.067830 -28.123144 -0.6 0.1 -0.8 -0.23
Br 0.435917 30.283304 -26.993071 0.2 -0.2 0.3 -0.15
C -2.886907 29.574816 -34.740089 0.0 -1.3 0.0 -0.21
C -5.748505 27.060993 -28.837446 -0.6 0.8 0.5 -0.51
H -5.249125 25.155084 -27.965309 0.1 0.0 0.1 -0.15
H -7.301061 32.131521 -29.994854 -0.1 0.1 0.2 -0.09
H -4.102706 30.326068 -20.879255 0.2 0.1 0.2 0.38
Br -7.220610 21.221875 -28.852267 -0.1 0.0 0.2 -0.15
C -7.625884 33.179664 -26.603150 0.7 -0.1 -0.1 -0.61
H -11.007686 31.331334 -30.342841 0.1 0.0 0.3 0.22
H -2.306639 28.836118 -21.895463 0.1 0.1 -0.1 0.35
H -8.525522 27.541722 -34.004343 -0.1 0.3 0.0 0.33
C -1.422263 32.243953 -27.800595 1.0 -0.4 -0.6 -0.47
C -3.608437 21.981790 -27.242486 -0.5 1.1 -1.1 -0.97
H -8.724669 23.513171 -30.167692 -0.1 0.2 -0.2 0.44
H -7.687503 33.771154 -25.702765 -0.2 0.0 0.2 0.47
H -3.537333 22.942304 -27.785996 0.2 -0.2 0.2 0.26
H -3.546131 27.893012 -21.090559 -0.2 0.0 0.1 0.35
C -4.798659 29.026513 -27.731515 -0.9 -0.7 -0.3 -1.04
H -1.940767 30.744091 -36.186539 -0.4 0.5 -0.2 0.32
H -2.787065 28.682438 -35.352828 -0.1 0.1 0.0 0.33
C -2.475181 30.781811 -35.244086 0.9 0.3 0.2 -0.48
C -7.475462 23.118143 -28.443892 -0.1 -0.2 -0.8 -0.39
Br -6.195764 25.303953 -24.339822 -0.4 -0.2 0.0 -0.14
C -3.360441 28.579905 -21.910199 0.5 0.0 0.1 -0.63
```
Positions in Å, forces in eV/Å.

=====

2.
Computed, not measured: a structure of composition C8H32CaN11O11 in a non-equilibrium geometry, with the ωB97M-V functional and the def2-TZVPD basis.

Output
- E_tot: -66163.3844 eV
- ΔE to the lowest compared entry with this formula, charge and spin: 3.383 eV
- Charge: +1
- Gap between HOMO and LUMO: 5.7 eV

XYZ file:
```
63
Properties=species:S:1:pos:R:3:forces:R:3:mulliken_charge:R:1
H 1.086504 4.625529 -1.026650 -0.3 -0.1 -0.1 0.21
N -1.886777 -2.336072 2.769829 -0.8 -0.8 -1.5 -0.16
H 0.181936 -1.852496 -5.340204 0.5 -0.7 0.2 0.23
C 3.851083 1.158584 1.425577 2.2 1.6 0.6 0.38
C -4.119526 0.052865 1.050057 -1.1 1.3 0.9 0.54
N -0.345006 -2.026814 -4.499662 -1.2 1.1 -0.6 -0.37
H -1.923793 3.201794 -0.943424 0.2 -0.2 0.0 0.18
O 2.813253 -2.802294 0.322300 -0.2 0.0 -0.2 -0.52
H 0.924349 -4.011467 -4.811384 0.4 -0.1 0.1 0.19
H 1.739842 -3.637706 1.869432 -0.3 0.0 0.0 0.45
C -1.182987 -1.956684 3.880113 -0.3 1.0 2.0 0.47
H 1.427702 -0.351856 -2.625769 -0.3 -0.4 -0.5 -0.02
H -2.530754 1.184811 1.555158 0.1 0.1 0.2 0.10
H -2.500031 -3.132894 2.785120 0.2 -0.1 0.6 0.19
H 0.802879 -2.591395 0.749176 0.1 -0.2 -0.2 -0.14
N 0.216342 3.514594 1.774988 -0.7 -0.7 0.1 -0.13
O -0.685687 0.920069 1.082742 0.1 -1.1 0.0 -0.46
C 2.351575 -0.928701 -2.609933 1.4 0.8 0.7 -0.09
H 3.597879 -3.061387 0.814952 0.1 0.1 -0.1 0.30
C 1.754400 -2.730344 1.260813 0.3 0.0 0.6 -0.40
O 4.879096 1.245856 2.100288 -1.0 -0.6 -0.5 -0.69
O -0.815678 -0.850859 -0.158986 -0.5 -0.9 -0.1 0.29
C -2.119059 2.478350 -1.728392 -0.9 0.0 -0.7 -0.08
N -0.465377 -0.822385 3.669722 0.4 0.1 -0.7 -0.17
H 2.493421 -1.721617 -3.339706 -0.5 0.1 -0.1 0.29
N 2.785264 1.964502 1.612287 -0.4 0.0 1.0 -0.14
H -0.594712 -0.348340 2.798646 0.2 0.4 0.0 0.03
H 1.881552 -1.891674 1.953082 0.0 0.1 0.0 0.30
C 0.395798 4.493331 0.838280 0.8 0.8 1.8 0.56
H 2.807603 2.579233 2.407067 -0.3 0.0 -0.2 0.18
H 0.020888 -0.359010 4.415500 -0.1 -0.2 0.1 0.19
H -2.950316 1.821284 -1.451346 -0.2 0.2 0.3 0.27
O -2.487651 3.202841 -2.924193 0.6 -0.9 0.6 -0.51
H 2.766412 0.176046 0.073257 0.4 -0.2 -0.4 0.00
H 4.483441 -0.069223 -0.082607 -0.1 -0.2 0.2 0.21
C -0.065841 -2.884761 -3.502500 1.3 -0.2 0.2 0.64
H -2.344369 2.537456 -3.603450 -0.2 0.5 -0.5 0.29
O 3.468483 -0.039218 -2.813416 -0.4 -0.2 -0.3 -0.60
H -1.282206 1.799572 -1.925857 0.5 0.4 0.2 -0.17
H -0.968652 -1.252862 -4.345246 0.0 -0.2 0.4 0.07
H 0.390679 3.710992 2.743886 -0.3 0.2 -0.1 0.21
H -3.759067 0.968135 2.788097 0.3 0.2 0.1 0.26
H -5.838346 0.250540 2.174782 0.0 -0.1 0.1 0.22
O -0.552554 -2.785016 -2.356292 -1.4 0.4 -0.1 -0.58
H 0.057560 2.562036 1.458742 0.3 0.5 0.6 0.08
H 2.446818 -1.349148 -1.606552 -0.2 -0.3 -0.1 0.13
H 3.235568 0.826815 -2.466944 0.1 0.0 0.1 0.34
O 0.428090 5.684191 1.127503 -0.1 -0.8 -0.7 -0.66
H -5.782929 -1.006322 0.978468 -0.4 0.2 0.2 0.23
N -5.304241 -0.342839 1.564252 -0.1 -0.8 -0.6 -0.44
N 0.659488 3.978828 -0.381060 0.0 0.6 -1.8 -0.14
H 0.757007 3.002609 -0.586417 0.1 -0.1 0.3 0.06
Ca -2.498843 -1.772142 -1.444799 1.1 0.9 1.2 1.49
O 0.803573 0.563410 -0.420233 -0.8 -0.7 0.6 -0.73
O -3.799436 -0.308601 -0.108297 1.1 -1.2 -0.6 -0.72
H 2.040412 1.911841 0.951127 -0.3 0.5 0.2 0.14
H -1.615927 -2.083652 1.826059 0.4 0.3 0.6 0.02
N -0.203132 0.189402 0.200349 0.4 2.1 -1.1 0.27
N -3.470912 0.932145 1.826027 0.3 -0.6 -0.9 -0.21
N 0.848556 -3.808851 -3.828161 -0.2 -0.3 -0.6 -0.37
N 3.711014 0.464056 0.280173 -0.1 -1.2 -1.0 -0.10
H 1.288147 -4.454524 -3.194745 -0.3 0.1 0.4 0.24
O -1.302830 -2.430594 4.998386 0.0 -0.6 -1.0 -0.63
```
Positions in Å, forces in eV/Å.